# 1
14
Properties=species:S:1:pos:R:3 method="wB97M-V/def2-TZVPD" de_lowest_kcal_mol=54.6 e_tot_ha=-575.85621 s_squared=2.02 spin_multiplicity=3
C 0.59 1.44 1.68
C -0.75 1.62 1.27
C 1.10 0.46 0.85
C -0.92 0.89 0.08
N 0.24 0.22 -0.13
O 0.68 -0.69 -1.08
Si -0.13 -1.95 -1.62
H 0.97 1.85 2.59
H -1.47 2.17 1.74
H 2.12 0.06 0.71
H -1.52 0.88 -0.78
H -1.04 -1.61 -2.71
H 1.01 -2.70 -2.06
H -0.89 -2.64 -0.54

=====

# 2
13
Properties=species:S:1:pos:R:3 method="wB97M-V/def2-TZVPD" de_lowest_kcal_mol=60.6 e_tot_ha=-609.46195 smiles="C=NC(=C)SC" spin_multiplicity=1
C -1.40 1.51 0.15
C 1.04 0.89 -1.48
C -0.51 0.47 0.17
C 0.25 -2.04 0.97
N 0.51 0.13 -0.64
S -0.63 -0.57 1.61
H -2.09 1.51 0.96
H -1.16 2.41 -0.35
H 1.83 0.36 -2.07
H 0.83 2.02 -1.59
H 0.62 -2.51 1.80
H 1.09 -1.61 0.29
H -0.38 -2.57 0.18

=====

# 3
105
Properties=species:S:1:pos:R:3 method="wB97M-V/def2-TZVPD" de_lowest_kcal_mol=64.8 e_tot_ha=-5368.77795 total_charge=+2 spin_multiplicity=1
Tc -0.72 0.63 -0.89
O -3.97 -0.97 -2.47
C -2.90 -0.45 -2.30
O -2.45 -0.08 -1.12
C -1.92 -0.22 -3.41
C -2.28 -0.39 -4.74
C -1.31 -0.13 -5.70
C -0.06 0.30 -5.29
C 0.21 0.42 -3.94
N -0.70 0.14 -3.02
H -3.28 -0.69 -4.98
H -1.54 -0.25 -6.75
H 0.71 0.55 -6.01
H 1.17 0.74 -3.58
F 2.62 -6.88 2.07
C 2.02 -5.83 1.52
C 2.81 -4.87 0.90
C 2.19 -3.77 0.33
C 0.81 -3.66 0.36
C 0.04 -4.62 0.99
C 0.64 -5.72 1.57
Sb -0.25 -2.15 -0.78
C -2.20 -3.07 -0.72
C -2.53 -4.12 -1.57
C -3.80 -4.67 -1.53
C -4.73 -4.16 -0.64
F -5.96 -4.66 -0.62
C -4.40 -3.14 0.24
C -3.13 -2.59 0.20
C 0.63 -2.52 -2.71
C -0.10 -3.00 -3.79
C 0.54 -3.30 -4.98
C 1.91 -3.11 -5.07
F 2.53 -3.41 -6.21
C 2.65 -2.57 -4.02
C 2.00 -2.28 -2.84
H 3.88 -4.99 0.87
H 2.81 -3.01 -0.13
H -1.04 -4.54 1.03
H 0.06 -6.50 2.05
H -1.80 -4.53 -2.25
H -4.08 -5.47 -2.19
H -5.14 -2.78 0.94
H -2.87 -1.79 0.88
H -1.17 -3.12 -3.72
H 0.00 -3.68 -5.83
H 3.71 -2.42 -4.14
H 2.55 -1.84 -2.02
C 1.29 3.45 -0.33
C 1.98 2.25 -0.85
O 1.39 1.15 -1.01
C 3.40 2.34 -1.20
C 4.03 1.28 -1.88
C 5.38 1.32 -2.16
C 6.15 2.41 -1.76
C 5.53 3.48 -1.13
C 4.18 3.45 -0.85
H 0.41 3.18 0.25
H 0.93 4.03 -1.19
H 1.93 4.11 0.24
H 3.44 0.43 -2.20
H 5.84 0.51 -2.69
H 7.21 2.43 -1.95
H 6.11 4.34 -0.84
H 3.75 4.31 -0.37
F -2.80 3.79 -1.84
B -1.94 3.62 -2.81
F -0.77 2.37 -1.68
F -2.17 2.70 -3.73
F -0.99 4.49 -3.01
C -0.76 1.01 0.92
Ge -0.72 1.57 2.78
C 1.06 1.09 3.50
C 1.21 0.11 4.47
C 2.46 -0.17 4.99
C 3.57 0.52 4.53
C 3.43 1.49 3.55
C 2.18 1.77 3.03
C -1.02 3.55 2.71
C -0.50 4.33 3.73
C -0.77 5.69 3.75
C -1.58 6.24 2.77
C -2.08 5.46 1.75
C -1.82 4.10 1.72
C -2.26 0.77 3.75
C -2.23 0.72 5.14
C -3.23 0.06 5.82
C -4.29 -0.50 5.12
C -4.34 -0.41 3.74
C -3.33 0.23 3.04
H 0.34 -0.42 4.84
H 2.56 -0.92 5.76
H 4.54 0.30 4.94
H 4.29 2.04 3.19
H 2.06 2.54 2.28
H 0.12 3.89 4.50
H -0.36 6.30 4.53
H -1.84 7.29 2.82
H -2.70 5.89 0.97
H -2.23 3.48 0.93
H -1.42 1.19 5.68
H -3.19 -0.01 6.90
H -5.10 -0.97 5.66
H -5.18 -0.84 3.20
H -3.37 0.32 1.96

=====

# 4
29
Properties=species:S:1:pos:R:3 method="wB97M-V/def2-TZVPD" e_tot_ha=-1559.61796 total_charge=+1 spin_multiplicity=1
N 2.19 -0.94 2.33
B 1.43 -0.55 1.16
O 1.93 -0.75 -0.08
C 0.06 0.25 1.27
C -0.13 1.56 0.90
N -1.45 1.86 1.12
C -2.07 0.79 1.60
N -1.18 -0.19 1.70
C -1.47 -1.55 2.15
C -1.82 -2.47 0.97
F -0.98 -3.56 0.97
H 1.92 -1.84 2.72
H 3.16 -1.06 2.04
H 1.33 -0.40 -0.76
H 0.57 2.26 0.50
H -1.89 2.75 0.96
H -3.11 0.72 1.86
H -2.28 -1.51 2.86
H -0.58 -1.93 2.65
H -1.69 -1.93 0.03
H -2.86 -2.79 1.03
Cl -0.01 -0.10 -2.57
C 0.43 1.17 -3.75
C 1.83 1.68 -3.51
Cl 1.94 2.58 -1.97
H -0.30 1.97 -3.67
H 0.36 0.72 -4.74
H 2.11 2.37 -4.30
H 2.55 0.88 -3.47

=====

# 5
17
Properties=species:S:1:pos:R:3 method="wB97M-V/def2-TZVPD" de_lowest_kcal_mol=11.9 e_tot_ha=-628.35816 total_charge=+1 spin_multiplicity=1
C -2.01 -2.52 -1.84
C -2.11 -1.22 -1.04
S -0.51 -0.83 -0.25
H -1.12 -2.52 -2.46
H -1.90 -3.34 -1.15
H -2.85 -2.63 -2.51
H -2.85 -1.30 -0.24
H -2.38 -0.38 -1.68
H 0.22 -0.79 -1.37
N 0.76 1.82 1.49
C 2.04 1.61 1.34
N 3.01 2.25 1.98
H 0.43 2.74 1.74
H 0.13 1.24 0.93
H 2.43 0.97 0.55
H 3.90 1.79 2.03
H 2.81 3.12 2.46